[1]
Below is a molecular structure, C29H39CuN4O4S2Se2Si2, with properties calculated with ωB97M-V/def2-TZVPD.

Structure (XYZ):
```
83
Properties=species:S:1:pos:R:3:mulliken_spin:R:1
H -2.008 -4.255 -2.316 0.000
H -2.088 -4.017 4.653 0.000
H -4.927 -2.639 -1.858 0.000
H -1.241 -0.891 -0.475 -0.001
Se -2.435 2.475 3.482 0.431
C -2.007 -1.888 2.051 0.002
H 1.042 -1.752 -3.814 0.000
C -2.869 -1.864 -4.008 0.000
Si -0.163 -2.612 -1.786 -0.001
C 1.188 0.408 -1.625 0.000
H 7.168 0.317 4.168 0.000
O -1.587 2.875 -1.829 0.002
H -3.834 -1.748 -4.505 0.000
S 2.567 0.624 -2.693 0.000
C -1.220 -1.064 -1.553 0.002
H 2.883 0.256 3.953 0.012
C 5.130 -0.010 1.474 0.000
C -1.407 -1.991 4.679 -0.030
H 1.461 -3.822 -0.393 0.000
N -1.451 -0.808 2.609 0.032
C 0.815 3.229 1.175 -0.007
C -1.930 -3.112 4.078 0.016
O -1.743 1.307 -0.231 0.021
Si -2.951 -1.209 -2.242 0.000
N 2.531 0.331 0.129 0.000
C -3.874 0.433 -2.362 0.000
C 2.544 0.001 1.422 0.000
H -4.007 0.898 -1.386 0.000
Cu -0.229 0.510 1.398 -0.046
H 4.957 0.438 5.315 0.000
H 0.873 -2.392 0.468 0.000
C 3.886 0.061 2.102 0.005
H 6.143 -0.254 -0.108 0.000
H -1.605 -4.274 -0.594 0.000
C 5.017 0.310 4.243 0.002
O 1.565 -0.329 2.124 0.001
H -2.122 -1.321 -4.589 0.000
C 0.454 2.143 -3.343 0.000
C 0.574 -2.691 -3.519 0.000
H -3.394 1.155 -3.027 0.000
H 1.802 5.039 0.612 0.002
C 6.298 0.082 2.230 0.000
H 2.096 -2.220 -0.776 0.000
H 1.504 2.584 0.643 0.003
C -2.201 3.846 -0.953 -0.031
C -0.934 4.739 2.576 -0.016
H 7.256 0.020 1.724 0.000
H 0.153 6.450 1.902 0.000
C 3.860 0.212 3.489 -0.023
H -4.865 0.226 -2.775 0.000
H -0.286 2.523 -4.046 0.000
H -4.514 -1.760 -0.387 0.000
C -2.266 -3.061 2.727 0.020
H -2.605 -2.920 -4.037 0.000
H -3.063 4.244 -1.483 0.000
H -2.495 3.385 -0.013 0.021
H -0.535 -5.046 -1.758 0.000
H 1.351 -3.457 -3.550 0.000
Se -0.563 0.744 4.777 0.498
C -1.190 -4.186 -1.600 0.000
H -0.182 -2.945 -4.262 0.000
H 0.828 2.941 -2.700 0.001
C 0.980 4.598 1.158 0.026
C 6.246 0.245 3.603 0.000
S -0.408 0.566 -2.439 0.001
C -4.094 -2.312 -1.230 0.000
N 1.245 0.338 -0.360 0.001
N -0.175 2.608 1.834 0.034
H -1.465 4.626 -0.771 -0.001
C -1.041 3.338 2.542 0.009
H -1.648 5.297 3.166 -0.003
C 1.193 -2.767 -0.506 0.000
H 1.188 0.638 -4.710 0.000
H 2.268 2.033 -4.581 0.000
H -1.164 -1.980 5.731 -0.004
C -1.190 -0.830 3.923 0.022
O 5.210 -0.198 0.125 0.000
C 1.575 1.400 -4.026 0.000
C -1.392 1.670 -1.315 -0.008
H -2.241 -1.806 0.996 -0.007
H -3.603 -3.199 -0.839 0.000
C 0.068 5.370 1.879 0.015
H -2.709 -3.902 2.213 0.001
```

Calculated values
**Charge**: -1
**Energy relative to the best compared isomer or geometry (same formula, charge and spin)**: 60.6 kcal/mol
**Strongest force on any atom**: 0.6 eV/Å
**HOMO-LUMO gap (alpha / beta)**: 5.64 / 6.63 eV
**HOMO energy (alpha / beta)**: -3.30 / -4.39 eV
**Spin multiplicity**: 2

[2]
Below is a molecular structure, C32H49BCl2N4O3PdS in a non-equilibrium geometry, with properties calculated with ωB97M-V/def2-TZVPD.

Structure (XYZ):
```
93
Properties=species:S:1:pos:R:3:lowdin_charge:R:1
H 3.080 -1.327 0.261 0.121
H -1.480 -1.655 -4.801 0.074
H -3.717 0.027 -3.269 0.081
C 4.635 -2.500 1.181 -0.045
C 0.226 -4.818 1.754 -0.038
H 0.672 0.039 -6.874 0.109
C -4.566 1.853 -2.417 -0.240
Cl -3.719 -1.839 3.789 0.597
C 3.605 2.031 -1.912 -0.046
C 0.172 -5.433 -1.681 -0.048
C -0.586 -4.656 -0.600 -0.343
H 0.784 -4.770 -2.286 0.056
C 2.544 -2.165 -2.820 -0.059
C -2.102 -2.408 3.366 -1.015
H -1.147 -3.076 -5.800 0.080
C -1.520 -1.520 2.238 -0.806
C 3.260 -1.825 1.221 -0.360
H 0.814 -6.183 -1.223 0.084
C 1.248 2.872 -1.544 -0.062
H 2.567 -2.586 -5.913 0.071
H 1.294 2.379 -6.477 0.104
H 1.398 -2.186 -7.161 0.075
H 1.229 3.652 -2.301 0.072
H -3.392 3.183 -1.207 0.115
H 1.431 2.153 1.215 0.062
H -0.821 -2.943 -1.924 0.057
H -2.277 -3.918 -1.727 0.085
N 1.557 -2.611 -0.897 0.017
C -3.412 0.905 -2.705 -0.283
H -3.416 1.701 0.774 0.097
N 0.578 1.710 2.975 -0.047
H 3.871 2.377 -0.915 0.074
H 0.958 -4.993 3.756 0.105
C 1.729 1.182 -3.332 -0.118
C 2.174 -2.862 1.423 -0.134
H -5.499 1.294 -2.333 0.113
H 1.477 1.367 3.306 0.051
H -0.993 -1.457 -6.489 0.073
H 2.166 -0.384 2.347 0.039
H 4.202 1.153 -2.144 0.081
C 1.314 1.668 -5.662 -0.067
C -4.250 2.518 -1.083 -0.244
C 1.042 -0.586 -4.862 -0.131
H 2.628 -3.218 3.488 0.116
H 3.154 -2.172 -3.702 0.125
C 0.619 -2.012 -5.140 -0.373
C -1.410 -3.514 -1.206 -0.049
H -2.591 1.403 -3.213 0.093
O -1.426 1.137 -0.993 -0.587
H -0.216 2.146 1.191 0.065
Cl -1.064 -2.421 4.792 0.609
H -0.100 1.012 3.284 0.050
C 0.342 -4.202 0.512 -0.127
H 3.505 -1.098 3.267 0.080
S -2.691 0.352 -1.077 0.954
N 0.608 1.635 1.518 -0.082
C -0.844 -2.051 -5.590 -0.052
H 3.106 -3.914 -1.626 0.133
H 0.233 2.522 -1.375 0.047
H 1.631 3.307 -0.625 0.067
C 1.665 2.078 -4.390 -0.038
H 5.424 -1.762 1.060 0.079
B 1.008 -1.355 -1.318 -0.415
O -2.249 -1.340 1.250 -0.122
H -4.679 2.590 -3.212 0.114
C -3.896 1.381 -0.146 -0.291
C 1.455 -0.168 -3.587 -0.102
C 0.980 0.348 -5.887 -0.039
H -1.290 -5.360 -0.139 0.129
C 1.520 -2.661 -6.192 -0.056
C 1.341 -3.232 0.355 -0.126
H -0.532 -5.945 -2.332 0.078
H 1.279 -3.716 -6.301 0.080
H -0.532 -5.579 1.900 0.114
Pd -0.106 -0.525 0.190 0.821
H 0.699 -2.601 -4.224 0.114
H 4.808 -3.050 2.104 0.079
H -2.189 -3.435 3.001 0.062
C 2.511 -3.036 -1.792 -0.066
H 3.845 0.093 2.015 0.082
H -1.768 -2.840 -0.421 0.055
H 1.904 3.120 -4.232 0.109
H -4.745 0.742 0.084 0.100
H -5.089 3.110 -0.719 0.116
N 1.650 -1.134 -2.582 0.053
H 1.916 0.882 -1.221 0.097
O -0.371 -1.078 2.390 -0.123
C 3.194 -0.735 2.291 -0.058
C 1.057 -4.483 2.806 -0.079
H 4.703 -3.198 0.350 0.071
C 2.012 -3.496 2.645 -0.030
H 3.844 2.813 -2.629 0.080
C 2.116 1.679 -1.956 -0.366
```

Calculated values
**Energy relative to the best compared isomer or geometry (same formula, charge and spin)**: 57.0 kcal/mol
**Strongest force on any atom**: 2.1 eV/Å
**HOMO-LUMO gap (alpha / beta)**: 6.98 / 7.04 eV
**HOMO energy (alpha / beta)**: -7.74 / -7.75 eV